Molecular formula: C44H88F7N13O12S5
Method: DFT, wB97M-V/def2-TZVPD

Output
Net charge: +4
Relative energy (zero: lowest compared OMol25 entry of this formula, charge and spin): 0.00 kcal/mol
Kohn-Sham gap: 0.294 Ha
Largest force on an atom: 9.1 eV/Å

Each line ends with the Löwdin charge.
Cartesian coordinates (Å):
C (1.09, 0.86, 0.10)  -0.66
F (1.30, 2.03, 0.65)  0.14
F (1.65, 0.90, -1.08)  0.14
F (1.46, -0.24, 0.77)  0.12
S (-0.84, 0.69, -0.06)  0.48
O (-1.30, 0.62, 1.32)  -0.37
O (-1.24, 1.91, -0.79)  -0.37
O (-1.11, -0.55, -0.77)  -0.35
C (-9.44, 0.54, 0.56)  -0.05
C (-8.87, 1.86, 0.02)  -0.17
N (-7.71, 2.22, 0.76)  -0.04
C (-7.50, 2.43, 2.11)  -0.01
C (-6.18, 2.68, 2.45)  0.00
N (-5.49, 2.70, 1.24)  -0.09
C (-6.43, 2.47, 0.23)  0.06
C (-4.03, 2.85, 1.03)  0.02
H (-10.48, 0.47, 0.24)  0.10
H (-9.50, 0.54, 1.65)  0.07
H (-8.82, -0.34, 0.38)  0.08
H (-9.61, 2.66, 0.09)  0.14
H (-8.73, 1.90, -1.06)  0.14
H (-8.36, 2.24, 2.74)  0.14
H (-5.66, 2.86, 3.37)  0.13
H (-6.19, 2.64, -0.81)  0.16
H (-3.60, 2.80, 2.03)  0.09
H (-3.78, 3.72, 0.43)  0.11
H (-3.66, 1.98, 0.49)  0.07
C (-3.15, -2.00, 3.01)  -0.07
C (-4.28, -2.01, 2.07)  -0.15
N (-4.04, -2.87, 0.86)  -0.01
C (-3.53, -2.51, -0.36)  -0.02
C (-3.24, -3.63, -1.17)  0.02
N (-3.77, -4.72, -0.45)  -0.08
C (-4.11, -4.26, 0.80)  0.01
C (-3.70, -6.14, -0.86)  0.04
H (-2.36, -1.30, 2.73)  0.06
H (-2.73, -2.98, 3.20)  0.08
H (-3.50, -1.64, 3.98)  0.09
H (-4.70, -1.03, 1.84)  0.13
H (-5.08, -2.60, 2.53)  0.13
H (-3.42, -1.47, -0.61)  0.12
H (-2.70, -3.69, -2.10)  0.14
H (-4.50, -4.91, 1.57)  0.17
H (-4.20, -6.19, -1.83)  0.11
H (-4.32, -6.70, -0.16)  0.11
H (-2.70, -6.54, -1.03)  0.07
C (3.21, 5.39, -5.88)  -0.06
C (2.03, 4.78, -6.69)  -0.13
N (1.16, 3.95, -5.83)  -0.01
C (0.45, 4.49, -4.73)  -0.02
C (-0.37, 3.53, -4.19)  0.01
N (-0.20, 2.33, -4.99)  -0.08
C (0.76, 2.61, -5.97)  0.09
C (-0.71, 1.06, -4.66)  -0.02
H (3.87, 4.71, -5.35)  0.06
H (2.95, 6.23, -5.24)  0.05
H (3.87, 5.93, -6.56)  0.09
H (2.56, 4.11, -7.37)  0.13
H (1.56, 5.54, -7.30)  0.13
H (0.62, 5.48, -4.34)  0.12
H (-1.11, 3.59, -3.41)  0.12
H (1.08, 1.90, -6.71)  0.15
H (-1.53, 0.72, -5.29)  0.10
H (-1.18, 1.10, -3.67)  0.09
H (0.01, 0.25, -4.81)  0.09
C (3.00, 6.30, -2.25)  -0.04
C (2.54, 4.98, -1.55)  -0.14
N (1.55, 5.33, -0.54)  -0.03
C (0.35, 4.68, -0.31)  0.02
C (-0.17, 5.21, 0.88)  -0.04
N (0.68, 6.12, 1.39)  -0.10
C (1.75, 6.15, 0.56)  0.04
C (0.54, 6.84, 2.63)  0.03
H (2.31, 6.70, -3.00)  0.07
H (3.96, 6.04, -2.70)  0.09
H (3.20, 7.06, -1.50)  0.07
H (3.42, 4.58, -1.05)  0.14
H (2.23, 4.15, -2.18)  0.12
H (0.10, 3.90, -1.02)  0.10
H (-1.10, 4.95, 1.36)  0.13
H (2.66, 6.69, 0.79)  0.17
H (0.35, 6.25, 3.53)  0.09
H (-0.35, 7.47, 2.56)  0.11
H (1.47, 7.39, 2.75)  0.11
C (1.65, -1.70, -3.34)  0.05
C (2.75, -2.84, -3.23)  -0.31
O (2.49, -3.97, -2.98)  0.12
N (4.24, -2.46, -3.20)  0.07
H (4.30, -1.54, -3.60)  0.05
H (4.62, -2.37, -2.27)  0.06
C (5.08, -3.50, -3.93)  0.05
H (1.91, -1.04, -4.16)  0.05
H (1.57, -1.31, -2.32)  0.08
H (0.65, -2.04, -3.59)  0.09
H (5.23, -4.26, -3.16)  0.09
H (5.92, -2.86, -4.19)  0.11
H (4.64, -3.86, -4.86)  0.11
C (1.50, 1.74, 9.07)  -0.06
C (0.71, 1.08, 7.85)  -0.19
C (0.51, 2.23, 6.81)  -0.09
N (-0.09, 1.75, 5.47)  -0.23
C (-1.52, 1.14, 5.59)  0.04
C (-0.25, 2.88, 4.44)  -0.13
C (1.08, 3.13, 3.78)  -0.14
C (1.81, 1.77, 3.97)  -0.11
C (0.80, 0.80, 4.65)  -0.07
H (1.81, 1.02, 9.83)  0.08
H (0.88, 2.47, 9.59)  0.08
H (2.37, 2.19, 8.61)  0.07
H (-0.26, 0.70, 8.17)  0.10
H (1.28, 0.22, 7.51)  0.10
H (1.42, 2.77, 6.55)  0.13
H (-0.23, 2.92, 7.23)  0.14
H (-2.23, 1.84, 6.03)  0.11
H (-1.45, 0.38, 6.37)  0.10
H (-1.90, 0.88, 4.61)  0.09
H (-0.90, 2.56, 3.63)  0.12
H (-0.73, 3.67, 5.01)  0.14
H (0.95, 3.37, 2.73)  0.09
H (1.67, 3.92, 4.25)  0.12
H (2.14, 1.26, 3.07)  0.11
H (2.64, 1.82, 4.67)  0.12
H (0.21, 0.33, 3.86)  0.12
H (1.30, 0.01, 5.22)  0.13
C (-0.55, -8.18, -2.36)  -0.06
C (0.06, -6.90, -1.72)  -0.24
C (0.07, -6.91, -0.17)  -0.07
N (0.84, -5.60, 0.27)  -0.19
C (2.35, -5.69, 0.00)  0.03
C (0.63, -5.47, 1.80)  -0.09
C (-0.34, -4.34, 2.04)  -0.19
C (0.12, -3.42, 1.01)  -0.17
C (0.23, -4.25, -0.27)  -0.03
H (0.20, -8.96, -2.24)  0.09
H (-0.73, -8.03, -3.42)  0.09
H (-1.42, -8.42, -1.75)  0.07
H (-0.49, -6.04, -2.13)  0.09
H (1.05, -6.71, -2.13)  0.10
H (0.64, -7.76, 0.19)  0.14
H (-0.92, -6.95, 0.29)  0.12
H (2.88, -4.74, 0.03)  0.09
H (2.55, -6.21, -0.94)  0.09
H (2.84, -6.44, 0.62)  0.12
H (1.58, -5.04, 2.14)  0.14
H (0.37, -6.41, 2.29)  0.14
H (-0.24, -3.97, 3.06)  0.14
H (-1.37, -4.68, 1.93)  0.10
H (1.03, -2.92, 1.35)  0.11
H (-0.68, -2.71, 0.79)  0.10
H (0.86, -4.00, -1.12)  0.11
H (-0.71, -4.58, -0.70)  0.09
N (4.47, -0.07, -4.50)  -0.28
S (4.32, 0.25, -5.99)  0.49
O (5.25, 1.03, -6.77)  -0.23
O (2.92, 0.33, -6.43)  -0.33
F (4.64, -1.27, -6.56)  -0.21
S (3.86, 1.46, -3.97)  0.64
O (2.43, 1.53, -3.63)  -0.32
O (4.46, 2.63, -4.60)  -0.27
F (4.50, 1.51, -2.46)  -0.19
N (5.23, -2.62, -0.69)  -0.30
S (4.57, -1.93, 0.50)  0.47
O (5.43, -1.18, 1.41)  -0.25
O (3.43, -2.65, 1.10)  -0.32
F (4.00, -0.76, -0.42)  -0.20
S (6.38, -3.36, 0.21)  0.51
O (5.91, -4.21, 1.27)  -0.25
O (7.70, -2.82, 0.37)  -0.22
F (6.63, -4.35, -0.96)  -0.18